The following is a DFT calculation (ωB97M-V/def2-TZVPD) of a 2-piece molecular cluster, C10H16F9N3O4Si overall in a non-equilibrium geometry.

Geometry as XYZ:
```
43
Properties=species:S:1:pos:R:3
C 0.86 3.72 2.97
N 1.84 2.90 2.11
C 1.30 1.50 1.91
Si 0.28 1.45 0.24
N -1.17 0.40 0.60
C 1.47 0.68 -1.07
C 1.00 -0.79 -1.63
C 2.22 -1.85 -1.90
F 3.23 -1.12 -2.75
F 1.84 -3.06 -2.68
C 3.01 -2.37 -0.57
F 3.93 -1.33 0.04
F 3.95 -3.45 -1.04
C 2.06 -2.89 0.66
F 1.33 -1.77 1.37
F 2.99 -3.45 1.70
C 1.03 -4.11 0.28
F 1.61 -5.17 -0.59
F -0.26 -3.70 -0.31
F 0.69 -4.79 1.58
O -0.30 3.07 -0.16
N -1.67 3.02 -0.11
O -2.07 3.31 1.01
H 0.29 3.03 3.71
H 0.14 4.37 2.31
H 1.55 4.48 3.57
H 2.77 2.86 2.60
H 2.24 0.80 1.76
H 0.69 1.07 2.81
H -1.64 0.11 -0.30
H -0.87 -0.50 1.04
H 1.48 1.42 -2.01
H 2.55 0.73 -0.62
H 0.17 -1.26 -0.96
H 0.49 -0.59 -2.69
O -3.21 1.00 -1.63
C -4.50 1.02 -1.26
C -5.27 -0.20 -1.96
O -6.56 -0.17 -1.61
H -5.08 1.92 -1.52
H -4.71 0.92 -0.18
H -4.70 -1.11 -1.68
H -5.03 -0.12 -3.04
```

Electronic energy: -2043.76054 Eh
Frontier orbital gap: 1.80 eV
Total charge: -2
Molecular weight: 441.32 g mol⁻¹